10 unconnected molecules or ions with the total composition C23H56N10O10 in a non-equilibrium geometry, computed with ωB97M-V/def2-TZVPD.

Cartesian coordinates (Å):
1 O 1.4550 -1.7004 -6.1197
2 O -3.1637 -3.3915 -0.8724
3 O 3.8237 1.4345 -0.2715
4 O 0.6501 4.1037 -2.5094
5 O -0.8891 1.9083 1.7342
6 O -2.9198 -2.0456 4.4105
7 O 1.4218 0.3627 4.3285
8 O 1.2439 -0.7673 -1.8728
9 O -4.8280 2.6681 0.5260
10 O 5.4594 -3.3117 -2.0372
11 N -0.7167 2.3227 3.9192
12 N 3.3412 -0.8197 4.5023
13 N -3.3239 2.9564 -1.1220
14 N -0.5624 2.2348 -2.7114
15 N 0.6388 0.6913 -0.2816
16 N 2.8734 3.3859 -0.9151
17 N -4.8750 -3.2668 0.6016
18 N -1.1423 -3.3413 3.9056
19 N 3.3173 -2.6251 -2.2942
20 N 0.4620 -0.0860 -4.8432
21 C -2.9192 -4.6072 1.1704
22 C -5.7617 -2.5024 -0.2505
23 C 2.8088 3.9593 0.4070
24 C 3.6010 1.8199 -2.6066
25 C -4.1322 2.1912 -0.3498
26 C -1.8774 -2.1879 3.8017
27 C 3.4582 2.1903 -1.1601
28 C -3.6487 -3.6868 0.2129
29 C -0.0404 -2.4730 -4.4360
30 C 2.6738 0.0445 2.3275
31 C -4.1139 0.6994 -0.6099
32 C 4.7033 -1.5274 -0.6361
33 C -0.7542 -1.2431 -0.6110
34 C 0.0266 3.4713 -4.7425
35 C 0.4458 -0.4310 -0.9934
36 C 2.4311 -0.0984 3.8055
37 C -2.4296 3.5077 2.6451
38 C -1.2783 2.5393 2.7136
39 C 4.5591 -2.5393 -1.7392
40 C 3.2304 -1.1442 5.9144
41 C -1.2511 -1.0485 3.0253
42 C 0.7363 -1.4162 -5.1928
43 C 0.0414 3.3264 -3.2285
44 H 3.1455 -2.2274 6.0076
45 H -1.3967 -0.1527 3.6152
46 H 1.0178 3.8140 -5.0319
47 H 0.6107 -3.1102 -3.8448
48 H -0.4999 -3.0789 -5.2166
49 H 2.0456 0.8405 1.9518
50 H 2.3856 -0.6674 6.3944
51 H -2.6261 3.9647 3.6103
52 H 4.1514 -0.8243 6.4020
53 H -0.2207 2.5199 -5.2039
54 H -0.4806 2.0670 -1.7182
55 H -1.5537 -4.0720 4.4590
56 H -5.1416 0.3537 -0.5309
57 H -2.7202 -5.5365 0.6382
58 H -1.9688 -4.1536 1.4375
59 H -6.4446 -3.1688 -0.7825
60 H 3.1839 2.5529 -3.2952
61 H 5.0784 -0.5702 -0.9856
62 H -3.8182 0.5022 -1.6462
63 H 1.7882 4.2423 0.6769
64 H 3.7248 0.1264 2.0499
65 H -3.4580 0.1824 0.0817
66 H -0.4766 -2.0765 0.0356
67 H 3.7277 -1.3506 -0.1805
68 H -1.8869 -0.9427 2.1400
69 H 5.3881 -1.9178 0.1134
70 H 3.2209 0.8161 -2.8102
71 H -2.7082 2.6131 -1.8370
72 H 4.6659 1.6992 -2.8328
73 H 3.4282 4.8563 0.4771
74 H 1.4173 1.2873 -0.5270
75 H 0.6530 0.0471 -3.8511
76 H -0.6538 4.2778 -5.0128
77 H -1.4479 -0.6358 -0.0292
78 H -5.1993 -1.9607 -1.0052
79 H -0.9823 2.8363 4.7380
80 H 3.1455 3.2445 1.1542
81 H 0.0004 1.6012 3.9660
82 H -6.3148 -1.7938 0.3621
83 H 0.0129 1.0395 0.4392
84 H 4.2491 -0.9194 4.0822
85 H -3.2666 3.9427 -0.9304
86 H -3.5177 -4.8467 2.0482
87 H -2.3197 4.2334 1.8469
88 H -1.1092 1.5818 -3.2478
89 H 3.2704 -3.1982 -3.1208
90 H -0.3395 -3.4711 3.3207
91 H 2.3802 -0.9123 1.8758
92 H -0.2223 -1.2094 2.7203
93 H -3.2661 2.8574 2.3712
94 H -0.8116 -2.0173 -3.8211
95 H -5.2422 -3.5826 1.4815
96 H 2.3041 3.8564 -1.6103
97 H 2.5809 -1.9756 -2.0409
98 H 1.0169 0.5046 -5.4524
99 H -1.2747 -1.6450 -1.4759

- Electronic energy: -2210.18628 hartree
- Gap between HOMO and LUMO: 9.249 eV
- SMILES string: CNC(C)=O.CNC(C)=O.CNC(C)=O.CC(N)=O.CC(N)=O.CC(N)=O.CC(N)=O.CC(N)=O.CC(N)=O.CC(N)=O
- Spin multiplicity: 1

For each atom in turn, the Löwdin charge in e is: number 1, O, carries 0.061; number 2, O, carries 0.020; number 3, O, carries 0.010; number 4, O, carries 0.012; number 5, O, carries -0.020; number 6, O, carries 0.033; number 7, O, carries 0.009; number 8, O, carries -0.026; number 9, O, carries 0.028; number 10, O, carries 0.016; number 11, N, carries 0.186; number 12, N, carries 0.010; number 13, N, carries 0.174; number 14, N, carries 0.171; number 15, N, carries 0.197; number 16, N, carries 0.016; number 17, N, carries 0.014; number 18, N, carries 0.152; number 19, N, carries 0.163; number 20, N, carries 0.128; number 21, C, carries 0.004; number 22, C, carries -0.070; number 23, C, carries -0.062; number 24, C, carries 0.015; number 25, C, carries -0.594; number 26, C, carries -0.590; number 27, C, carries -0.565; number 28, C, carries -0.546; number 29, C, carries -0.004; number 30, C, carries -0.001; number 31, C, carries 0.002; number 32, C, carries -0.012; number 33, C, carries 0.015; number 34, C, carries 0.011; number 35, C, carries -0.542; number 36, C, carries -0.524; number 37, C, carries 0.011; number 38, C, carries -0.564; number 39, C, carries -0.594; number 40, C, carries -0.060; number 41, C, carries 0.002; number 42, C, carries -0.575; number 43, C, carries -0.565; number 44, H, carries 0.081; number 45, H, carries 0.069; number 46, H, carries 0.087; number 47, H, carries 0.077; number 48, H, carries 0.088; number 49, H, carries 0.062; number 50, H, carries 0.080; number 51, H, carries 0.077; number 52, H, carries 0.083; number 53, H, carries 0.057; number 54, H, carries 0.085; number 55, H, carries 0.107; number 56, H, carries 0.072; number 57, H, carries 0.089; number 58, H, carries 0.058; number 59, H, carries 0.088; number 60, H, carries 0.073; number 61, H, carries 0.069; number 62, H, carries 0.082; number 63, H, carries 0.083; number 64, H, carries 0.079; number 65, H, carries 0.068; number 66, H, carries 0.092; number 67, H, carries 0.054; number 68, H, carries 0.072; number 69, H, carries 0.084; number 70, H, carries 0.072; number 71, H, carries 0.057; number 72, H, carries 0.095; number 73, H, carries 0.084; number 74, H, carries 0.086; number 75, H, carries 0.050; number 76, H, carries 0.088; number 77, H, carries 0.047; number 78, H, carries 0.065; number 79, H, carries 0.108; number 80, H, carries 0.075; number 81, H, carries 0.061; number 82, H, carries 0.085; number 83, H, carries 0.052; number 84, H, carries 0.134; number 85, H, carries 0.111; number 86, H, carries 0.076; number 87, H, carries 0.084; number 88, H, carries 0.102; number 89, H, carries 0.104; number 90, H, carries 0.091; number 91, H, carries 0.088; number 92, H, carries 0.067; number 93, H, carries 0.077; number 94, H, carries 0.061; number 95, H, carries 0.131; number 96, H, carries 0.086; number 97, H, carries 0.037; number 98, H, carries 0.090; number 99, H, carries 0.070